{"formula": "C47H123N11O40", "method": "ωB97M-V/def2-TZVPD", "species": ["C", "N", "O", "O", "H", "H", "H", "C", "N", "O", "O", "H", "H", "H", "C", "N", "O", "O", "H", "H", "H", "C", "N", "O", "O", "H", "H", "H", "C", "N", "O", "O", "H", "H", "H", "C", "N", "O", "O", "H", "H", "H", "C", "N", "O", "O", "H", "H", "H", "C", "N", "O", "O", "H", "H", "H", "C", "N", "O", "O", "H", "H", "H", "C", "N", "O", "O", "H", "H", "H", "C", "N", "O", "O", "H", "H", "H", "C", "O", "C", "C", "O", "C", "H", "H", "H", "H", "H", "H", "H", "H", "H", "H", "C", "O", "C", "C", "O", "C", "H", "H", "H", "H", "H", "H", "H", "H", "H", "H", "C", "O", "C", "C", "O", "C", "H", "H", "H", "H", "H", "H", "H", "H", "H", "H", "C", "O", "C", "C", "O", "C", "H", "H", "H", "H", "H", "H", "H", "H", "H", "H", "C", "O", "C", "C", "O", "C", "H", "H", "H", "H", "H", "H", "H", "H", "H", "H", "C", "O", "C", "C", "O", "C", "H", "H", "H", "H", "H", "H", "H", "H", "H", "H", "C", "O", "C", "C", "O", "C", "H", "H", "H", "H", "H", "H", "H", "H", "H", "H", "C", "O", "C", "C", "O", "C", "H", "H", "H", "H", "H", "H", "H", "H", "H", "H", "C", "O", "C", "C", "O", "C", "H", "H", "H", "H", "H", "H", "H", "H", "H", "H"], "coordinates": [[5.7715, -1.6543, 1.9153], [6.6022, -2.6526, 1.1950], [7.5006, -3.3267, 1.7302], [6.2962, -2.7690, -0.0050], [5.0726, -1.2676, 1.1736], [6.4101, -0.8393, 2.2562], [5.2369, -2.2236, 2.6756], [4.2256, 2.0759, 2.0394], [2.8800, 1.5044, 1.6369], [1.8361, 2.1095, 1.8352], [2.9261, 0.4364, 1.0494], [4.8032, 1.4114, 2.6820], [3.9963, 2.9797, 2.6039], [4.8262, 2.2248, 1.1421], [-0.7021, -0.6309, 0.1641], [-0.9504, 0.4691, -0.8460], [-0.2246, 0.4405, -1.8791], [-1.8884, 1.2449, -0.7396], [-1.1769, -1.5617, -0.1462], [-1.1361, -0.2409, 1.0847], [0.3533, -0.8791, 0.2765], [-6.0936, 1.4754, -5.8862], [-5.8140, 1.7103, -4.4389], [-5.9171, 2.8043, -3.9597], [-5.6248, 0.7137, -3.7862], [-5.0999, 1.2473, -6.2717], [-6.4942, 2.3994, -6.3032], [-6.7150, 0.5893, -6.0158], [-1.8395, 1.0959, -5.4168], [-2.0718, 2.5398, -5.6896], [-2.9730, 2.8020, -6.5214], [-1.5028, 3.3737, -5.0253], [-2.7798, 0.5447, -5.4310], [-1.2780, 0.9438, -4.4950], [-1.1265, 0.8433, -6.2016], [-1.4688, 2.9411, 2.3970], [-1.7618, 3.5866, 3.6936], [-2.6138, 4.4593, 3.6668], [-1.1880, 3.1895, 4.7055], [-2.3477, 2.8667, 1.7566], [-0.9466, 1.9946, 2.5368], [-0.6906, 3.4883, 1.8650], [-2.8950, -5.9587, -1.6472], [-3.7021, -7.2242, -1.6699], [-4.9063, -7.0766, -1.3356], [-3.2133, -8.3326, -1.8877], [-3.4727, -5.1755, -2.1380], [-2.0172, -6.3014, -2.1951], [-2.5514, -5.6628, -0.6560], [1.3888, -6.1812, 1.4286], [0.5230, -6.8682, 0.4340], [-0.5016, -7.4239, 0.9006], [0.7866, -6.8026, -0.7712], [1.8421, -6.8416, 2.1678], [0.6934, -5.4385, 1.8198], [2.1599, -5.5896, 0.9351], [-1.2185, -1.2012, 5.7595], [-0.5628, -0.9857, 4.4302], [0.6697, -0.9601, 4.4070], [-1.2979, -1.0111, 3.4245], [-1.9281, -2.0119, 5.5943], [-1.6868, -0.2672, 6.0698], [-0.4992, -1.4692, 6.5335], [-3.6447, 4.5349, -2.1921], [-3.8698, 5.9736, -2.2803], [-4.9416, 6.4372, -2.1246], [-2.8588, 6.6545, -2.5895], [-4.2863, 4.2126, -1.3720], [-2.6249, 4.2134, -1.9801], [-3.9826, 4.1330, -3.1473], [-0.3388, 7.3414, -0.2584], [-1.5966, 6.9592, 0.3958], [-2.3305, 7.8908, 0.6857], [-1.8672, 5.7549, 0.5524], [-0.5190, 7.5358, -1.3157], [0.4055, 6.5622, -0.0943], [-0.1284, 8.3057, 0.2041], [2.4678, -2.9903, 2.1991], [3.1523, -3.7483, 3.1821], [2.7208, -3.4375, 4.5144], [3.2458, -4.4938, 5.4407], [4.6943, -4.4754, 5.4734], [5.3301, -5.5508, 6.2182], [2.7674, -3.2965, 1.1968], [2.8588, -1.9829, 2.3421], [1.3882, -3.1270, 2.2607], [1.6336, -3.3847, 4.5719], [3.1082, -2.4656, 4.8202], [3.0190, -5.5023, 5.0947], [2.8406, -4.3621, 6.4440], [4.8921, -6.5281, 6.0154], [5.1592, -5.2700, 7.2575], [6.4039, -5.7057, 6.1137], [1.7419, 2.3615, 5.2522], [3.1724, 2.1439, 5.2627], [3.6542, 1.9258, 6.6106], [5.1832, 1.8089, 6.6911], [5.7844, 3.0404, 6.5324], [7.1643, 2.9227, 6.8663], [1.3737, 3.3272, 5.5986], [1.1791, 1.6677, 5.8766], [1.3211, 2.2961, 4.2489], [3.2256, 0.9671, 6.9026], [3.3459, 2.6455, 7.3689], [5.5776, 1.0750, 5.9883], [5.3970, 1.3820, 7.6709], [7.5705, 3.9266, 6.9906], [7.5248, 2.3902, 5.9862], [7.4654, 2.2764, 7.6907], [-2.9486, -4.3817, 7.1397], [-1.9681, -4.3092, 6.1279], [-2.1933, -4.9586, 4.9244], [-1.0542, -4.9181, 3.9017], [0.1549, -5.3591, 4.4860], [0.2605, -6.7703, 4.5648], [-3.8268, -3.7561, 6.9802], [-2.5193, -4.0270, 8.0766], [-3.2402, -5.4227, 7.2792], [-3.0589, -4.6031, 4.3654], [-2.4018, -5.9966, 5.1837], [-0.8637, -3.8938, 3.5813], [-1.3535, -5.5354, 3.0547], [1.3141, -6.9864, 4.7417], [-0.0015, -7.3518, 3.6809], [-0.2419, -7.1553, 5.4522], [-3.3817, -1.9451, -2.6290], [-2.4930, -2.7811, -1.9246], [-1.3806, -3.1908, -2.7791], [-0.2844, -4.0581, -1.9939], [0.6627, -3.2566, -1.3255], [1.5152, -2.4984, -2.1218], [-2.8340, -1.0433, -2.9027], [-4.2467, -1.6062, -2.0589], [-3.7459, -2.2322, -3.6154], [-0.9958, -2.3199, -3.3097], [-1.8315, -3.8071, -3.5568], [0.2085, -4.7505, -2.6764], [-0.8220, -4.6794, -1.2777], [1.1074, -1.7261, -2.7740], [2.0579, -3.1661, -2.7909], [2.2225, -1.9590, -1.4918], [-4.9170, -3.6046, 0.5035], [-5.1336, -2.2653, 0.8457], [-3.9954, -1.4899, 1.3060], [-4.4229, -0.0436, 1.6566], [-5.1892, 0.0959, 2.8896], [-6.4002, -0.6157, 3.0461], [-4.2739, -3.5965, -0.3766], [-5.8427, -4.1081, 0.2248], [-4.4396, -4.1847, 1.2933], [-3.1573, -1.5466, 0.6114], [-3.5928, -1.9534, 2.2066], [-5.0138, 0.4050, 0.8580], [-3.4981, 0.5076, 1.8273], [-7.1962, 0.0273, 2.6708], [-6.5813, -0.8270, 4.1000], [-6.3651, -1.6288, 2.6454], [6.0386, -3.4096, -5.5021], [6.1430, -2.1937, -4.8107], [5.2813, -2.1381, -3.6750], [5.1754, -0.7154, -3.0551], [4.9379, 0.1974, -4.0929], [5.0247, 1.5596, -3.6366], [6.3951, -4.2641, -4.9270], [6.6869, -3.4117, -6.3783], [5.0643, -3.6221, -5.9421], [5.5377, -2.8642, -2.9036], [4.2736, -2.4503, -3.9492], [6.1699, -0.6310, -2.6170], [4.5210, -0.7039, -2.1835], [6.0407, 1.8227, -3.3422], [4.2963, 1.9627, -2.9330], [4.7942, 2.1312, -4.5356], [-7.7084, 1.4344, -0.6434], [-7.5032, 1.8914, 0.6296], [-7.0231, 3.2551, 0.6690], [-6.8551, 3.7043, 2.1404], [-6.4204, 5.0342, 2.1979], [-5.1603, 5.3967, 1.6007], [-8.7196, 1.6822, -0.9661], [-7.6425, 0.3486, -0.5730], [-6.9338, 1.8346, -1.2975], [-7.7795, 3.9342, 0.2756], [-6.0709, 3.2650, 0.1386], [-6.1492, 3.1577, 2.7657], [-7.7858, 3.6001, 2.6981], [-4.3310, 4.7215, 1.8117], [-4.9595, 6.3594, 2.0709], [-5.2432, 5.6375, 0.5409], [2.4788, -0.1896, -5.8409], [1.7412, 0.8267, -6.4562], [2.2279, 2.1166, -6.1103], [3.4708, 2.4774, -6.9638], [3.0522, 2.6396, -8.2888], [4.0534, 3.1787, -9.1187], [2.0185, -1.1547, -6.0527], [2.2638, -0.1407, -4.7734], [3.5610, -0.1569, -5.9674], [2.3666, 2.2520, -5.0376], [1.3832, 2.7811, -6.2921], [4.2035, 1.6724, -6.9066], [3.9331, 3.3922, -6.5931], [4.9859, 2.6196, -9.0420], [4.3937, 4.1512, -8.7633], [3.6187, 3.2904, -10.1120], [0.4802, 3.8977, -2.0398], [1.1006, 5.0656, -2.5196], [0.6236, 5.6134, -3.7501], [1.3330, 6.9053, -4.2738], [2.5942, 6.7078, -4.8184], [2.7307, 6.2315, -6.1541], [0.2862, 3.2445, -2.8906], [-0.4583, 4.0374, -1.5033], [1.2017, 3.3664, -1.4191], [-0.4055, 5.9260, -3.5731], [0.5817, 4.8509, -4.5280], [1.5221, 7.6024, -3.4575], [0.7174, 7.3040, -5.0802], [3.7549, 5.9437, -6.3914], [2.4610, 6.9349, -6.9418], [2.1315, 5.3379, -6.3294]], "orbital_gap_ha": 0.3169, "homo_energy_ev": -9.15, "multiplicity": 1, "max_force_ev_per_a": 4.5, "lumo_energy_ev": -0.5276}

{"formula": "C47H133N17O14", "method": "ωB97M-V/def2-TZVPD", "species": ["C", "C", "C", "O", "C", "N", "H", "H", "H", "H", "H", "H", "H", "H", "H", "H", "H", "C", "C", "C", "O", "C", "N", "H", "H", "H", "H", "H", "H", "H", "H", "H", "H", "H", "C", "C", "C", "O", "C", "N", "H", "H", "H", "H", "H", "H", "H", "H", "H", "H", "H", "C", "C", "C", "O", "C", "N", "H", "H", "H", "H", "H", "H", "H", "H", "H", "H", "H", "C", "C", "C", "O", "C", "N", "H", "H", "H", "H", "H", "H", "H", "H", "H", "H", "H", "C", "C", "C", "O", "C", "N", "H", "H", "H", "H", "H", "H", "H", "H", "H", "H", "H", "C", "C", "C", "O", "C", "N", "H", "H", "H", "H", "H", "H", "H", "H", "H", "H", "H", "C", "C", "C", "O", "C", "N", "H", "H", "H", "H", "H", "H", "H", "H", "H", "H", "H", "C", "C", "C", "O", "C", "N", "H", "H", "H", "H", "H", "H", "H", "H", "H", "H", "H", "C", "C", "C", "O", "C", "N", "H", "H", "H", "H", "H", "H", "H", "H", "H", "H", "H", "C", "C", "C", "O", "C", "N", "H", "H", "H", "H", "H", "H", "H", "H", "H", "H", "H", "C", "O", "N", "N", "H", "H", "H", "H", "C", "O", "N", "N", "H", "H", "H", "H", "C", "O", "N", "N", "H", "H", "H", "H"], "coordinates": [[0.0051, 0.9606, -4.7924], [1.2188, 0.6524, -5.6431], [2.2107, 1.8050, -5.6305], [1.6749, 2.9713, -6.2115], [2.4339, 3.5017, -7.2667], [1.8782, -0.5769, -5.0970], [0.2802, 1.1802, -3.7172], [-0.7167, 0.1749, -4.7901], [-0.5145, 1.8272, -5.2794], [0.9058, 0.4658, -6.6890], [3.0596, 1.3873, -6.2118], [2.6454, 1.9457, -4.6134], [2.2595, 2.9808, -8.1857], [3.4798, 3.3055, -6.9649], [2.2653, 4.5943, -7.2959], [1.1054, -1.2119, -4.9369], [2.2941, -1.0255, -5.9688], [3.4412, 0.8499, 2.3433], [3.1899, 0.2684, 3.6557], [3.6308, 1.1785, 4.7270], [5.0204, 1.1712, 4.7927], [5.4689, 1.5181, 6.0946], [1.7466, -0.0896, 3.8996], [4.5281, 1.0799, 2.2115], [2.8505, 1.7724, 2.1273], [3.2509, 0.0951, 1.5922], [3.7169, -0.7043, 3.7550], [3.1588, 0.7615, 5.7324], [3.2508, 2.1882, 4.5740], [5.2287, 2.5568, 6.4015], [6.5229, 1.3468, 6.0532], [5.1397, 0.8195, 6.8749], [1.6052, -0.6055, 4.7588], [1.2460, -0.5724, 3.1497], [7.3778, -0.8959, -2.1630], [6.3649, 0.2287, -2.3417], [6.1310, 0.5597, -3.7863], [7.3373, 0.8365, -4.4706], [7.1967, 1.4966, -5.7000], [5.0523, -0.0908, -1.7980], [8.3087, -0.7756, -2.6909], [6.9151, -1.8377, -2.5033], [7.5557, -0.9664, -1.0368], [6.7334, 1.1537, -1.8339], [5.3926, 1.4088, -3.8745], [5.5984, -0.2660, -4.3567], [7.0557, 0.7328, -6.5073], [8.0378, 2.2102, -5.8303], [6.2575, 2.0499, -5.6612], [4.4954, -0.5043, -2.5654], [4.5170, 0.6531, -1.3490], [-0.2492, 5.5836, 1.6605], [-1.7421, 5.4634, 1.4191], [-2.4969, 6.3794, 2.4243], [-2.4059, 5.7531, 3.7243], [-3.3569, 6.2487, 4.6314], [-2.0712, 5.9010, 0.0462], [-0.0400, 6.4064, 0.9288], [0.3001, 4.7085, 1.3076], [0.0299, 5.8008, 2.6689], [-2.1164, 4.4432, 1.4735], [-3.5485, 6.4612, 2.1124], [-2.0832, 7.4899, 2.3890], [-4.3013, 6.3829, 4.2695], [-2.9221, 7.1409, 5.0986], [-3.4982, 5.4680, 5.3906], [-2.8855, 5.4705, -0.3360], [-1.4017, 6.2825, -0.5742], [-7.1713, 4.0831, -0.5340], [-6.2784, 3.0074, -0.1636], [-4.9431, 3.4722, 0.3291], [-4.1597, 3.9709, -0.7655], [-3.0939, 3.0958, -1.1270], [-6.8177, 2.1653, 0.9480], [-8.0837, 3.7080, -1.0983], [-6.6426, 4.7265, -1.2021], [-7.4252, 4.6468, 0.3873], [-6.1328, 2.4937, -1.1062], [-4.3802, 2.7579, 0.9128], [-5.0182, 4.3996, 0.9159], [-2.3578, 2.8409, -0.2850], [-2.5279, 3.5592, -1.9404], [-3.4561, 2.1403, -1.5056], [-6.4129, 1.2160, 0.8868], [-7.8552, 2.1506, 0.9248], [-0.3828, -3.4590, 4.0308], [-1.3053, -2.8572, 5.0779], [-0.6553, -2.4075, 6.3489], [0.0898, -1.1679, 6.1827], [0.5092, -0.8083, 7.5316], [-2.1191, -1.7713, 4.5007], [-0.9961, -3.6045, 3.1009], [0.0298, -4.4050, 4.2486], [0.3632, -2.7638, 3.7526], [-1.9772, -3.6712, 5.4833], [0.0032, -3.2513, 6.6844], [-1.3622, -2.1838, 7.1430], [-0.4170, -0.5271, 8.0748], [1.1555, 0.0872, 7.4394], [1.1549, -1.6452, 7.9521], [-1.5592, -1.4255, 3.6294], [-2.3481, -0.9718, 5.1218], [2.2817, -4.1111, -4.8126], [0.8790, -4.3996, -4.2881], [0.8771, -5.3223, -2.9946], [-0.4164, -5.6371, -2.5499], [-1.0638, -6.4533, -3.5363], [0.2160, -3.1607, -3.9945], [2.1429, -3.4904, -5.7520], [2.6999, -5.0863, -5.0523], [2.9346, -3.5219, -4.1134], [0.3527, -4.9405, -5.0632], [1.3878, -4.9114, -2.1667], [1.4320, -6.2934, -3.1777], [-0.4891, -7.3171, -3.6560], [-1.1623, -5.9457, -4.5108], [-2.0494, -6.7796, -3.1739], [0.7581, -2.7133, -3.2426], [-0.7528, -3.2592, -3.7055], [-3.4582, -5.1699, 0.1224], [-2.2044, -4.6513, 0.8771], [-1.5419, -5.9808, 1.2586], [-0.2247, -5.8534, 1.7404], [0.2045, -6.8377, 2.6847], [-1.4985, -3.7773, -0.0294], [-3.2274, -5.1998, -0.9583], [-4.2717, -4.4099, 0.2584], [-3.9029, -6.0693, 0.5630], [-2.5494, -4.0688, 1.6824], [-1.4886, -6.5972, 0.2911], [-2.1568, -6.5836, 2.0104], [-0.5082, -6.7023, 3.5212], [1.2560, -6.6516, 2.8386], [0.0805, -7.8408, 2.2699], [-0.6099, -3.6778, 0.4977], [-1.1812, -4.1758, -0.9354], [-3.3297, -1.1139, -2.4033], [-4.1202, -2.4334, -2.4742], [-5.5344, -2.2061, -3.0242], [-6.4985, -3.2712, -2.8838], [-6.8727, -3.5256, -1.4985], [-3.4305, -3.5337, -3.2620], [-3.8215, -0.3700, -1.6880], [-3.4132, -0.7095, -3.4340], [-2.3298, -1.1258, -2.0791], [-4.1371, -2.7918, -1.4412], [-5.3192, -2.0154, -4.1126], [-5.9522, -1.3159, -2.5821], [-6.2314, -4.3569, -1.2490], [-7.8987, -3.9298, -1.4856], [-6.7787, -2.6393, -0.8642], [-3.3175, -3.2516, -4.2433], [-4.1507, -4.2319, -3.3274], [4.4184, 4.7528, -2.4146], [3.2889, 3.7244, -1.9777], [3.2710, 3.4735, -0.4805], [4.5410, 2.9146, -0.0184], [5.2483, 3.5283, 1.0329], [2.0187, 4.1834, -2.4159], [5.3732, 4.2535, -2.1934], [4.1920, 5.7362, -1.9366], [4.4136, 4.8613, -3.5128], [3.6355, 2.7897, -2.4056], [2.4056, 2.7851, -0.1612], [3.1017, 4.4371, 0.0452], [5.3441, 4.6003, 0.7980], [6.2175, 3.0765, 1.0459], [4.8472, 3.4029, 2.0923], [2.0208, 4.1713, -3.4175], [1.3506, 3.4536, -2.1924], [-0.6602, 1.6284, 1.3128], [-1.1072, 0.3587, 0.6088], [0.0008, -0.1109, -0.3298], [0.6404, 0.9566, -1.0099], [1.9002, 0.4506, -1.5422], [-1.3743, -0.7565, 1.4800], [0.0605, 1.4693, 2.1458], [-1.4827, 2.1513, 1.8084], [-0.1976, 2.2469, 0.5482], [-1.9486, 0.6631, -0.1012], [-0.4852, -0.7570, -1.1124], [0.7646, -0.6217, 0.2278], [2.6398, 0.3236, -0.7153], [2.3141, 1.1710, -2.2781], [1.6439, -0.4908, -2.1733], [-1.2537, -1.6461, 0.9875], [-2.3125, -0.8288, 1.8689], [-4.9236, -0.8011, 2.0697], [-5.5567, -0.5768, 1.0431], [-4.8183, 0.1226, 3.0502], [-4.4640, -2.0173, 2.3477], [-4.2237, -0.0181, 3.8448], [-5.0574, 1.0964, 2.9418], [-4.0138, -2.2322, 3.1849], [-4.5175, -2.7785, 1.7502], [-2.4860, 1.8037, 4.9404], [-3.1201, 0.9398, 5.5266], [-1.1234, 1.7339, 4.9195], [-3.0010, 2.9431, 4.4045], [-0.6842, 0.8489, 5.2194], [-0.6342, 2.2339, 4.1880], [-3.9809, 3.1031, 4.5457], [-2.5444, 3.7618, 4.0030], [3.0865, -3.0539, -0.0231], [2.1953, -2.7528, -0.8257], [4.2241, -2.2819, 0.1281], [3.0466, -4.0954, 0.8190], [4.4435, -1.5412, -0.5604], [5.0901, -2.7759, 0.3399], [2.3837, -4.8689, 0.7249], [3.7933, -4.2850, 1.4595]], "orbital_gap_ha": 0.3252, "homo_energy_ev": -8.41, "multiplicity": 1, "max_force_ev_per_a": 3.8, "lumo_energy_ev": 0.4385}